Entry 1:
DFT (wB97M-V/def2-TZVPD) results for C18H16Cl2IrN4PS3 as an isolated structure.

Summary:
Kohn-Sham gap in Eh: 0.2823
LUMO level in hartree: -0.0069
Energy above the lowest of the compared OMol25 structures with the same formula, charge and spin in eV: 0.4911

```
45
Properties=species:S:1:pos:R:3:forces:R:3:mulliken_charge:R:1
Ir -0.24843 0.28318 -0.06681 0.891 0.037 0.226 1.5011
Cl -1.24389 4.62982 -3.06833 0.019 -0.004 -0.031 -0.2222
Cl -1.40902 1.88427 1.65008 -0.226 -0.335 -0.527 -0.2318
S -0.23594 2.17807 -1.46342 0.220 -0.087 0.242 -0.4193
S 1.63466 0.45012 1.53224 -0.483 0.010 0.011 -0.3805
S 1.10432 -2.00496 3.42502 -0.024 -0.011 -0.023 -0.2292
P 1.27771 -0.61274 -1.43725 -0.158 -0.167 -0.193 0.3374
N -1.76518 -0.49393 -1.18897 -0.134 0.262 0.242 -0.6372
N -2.36694 -4.58231 -2.36617 -0.016 -0.039 0.045 -0.5575
N -2.42338 -2.14512 -2.86197 -0.001 -0.069 0.034 -0.7616
N -0.23618 -1.28030 1.35745 0.067 0.125 -0.027 -0.0422
C 2.85109 0.28869 -1.51707 -0.022 -0.132 0.020 -1.2564
C 0.84446 -0.67159 -3.19771 -0.138 -0.029 0.056 -1.1805
C -1.39527 3.26307 -0.72763 -0.154 -0.030 0.088 0.1139
C -1.96471 -4.63053 3.08735 0.023 0.019 -0.001 -0.4920
C -0.81681 -4.05971 3.60551 -0.032 -0.053 0.023 -0.5066
C -2.59094 -4.08099 1.96756 -0.047 -0.010 -0.022 -0.8043
C 1.67202 -2.32766 -1.00098 0.009 0.092 0.018 -1.2739
C -2.06533 -1.31924 -1.95931 -0.178 0.020 -0.063 0.7861
C -2.39493 -3.44271 -2.55832 0.003 0.053 -0.078 0.5770
C -0.30448 -2.93640 2.97325 0.002 0.020 -0.025 0.9609
C -2.87798 4.03590 1.07034 0.012 0.007 -0.009 -0.8254
C -1.94694 3.15496 0.55353 0.119 0.073 -0.095 0.8931
C -2.78492 5.26224 -0.97852 0.012 -0.017 -0.005 -0.7590
C -3.30427 5.09912 0.29436 -0.015 -0.002 0.023 -0.3432
C -1.85496 4.36429 -1.46976 -0.022 0.025 0.058 0.1449
C 0.80495 -0.95897 2.08838 0.152 0.211 -0.112 0.3521
C -2.08455 -2.96136 1.33658 0.061 0.057 -0.079 -0.2712
C -0.91885 -2.38965 1.83737 0.075 -0.143 0.205 -0.6430
H 2.15997 -2.35188 -0.02609 -0.032 -0.018 0.007 0.3000
H 1.63881 -1.20061 -3.72648 0.028 0.029 0.007 0.4520
H 0.77040 0.34558 -3.58354 -0.035 0.001 0.035 0.3819
H -3.25523 3.88568 2.07210 -0.012 0.000 0.000 0.4127
H -3.49123 -4.53985 1.58236 0.010 -0.004 -0.020 0.3990
H -4.03494 5.79619 0.67957 -0.001 -0.003 0.004 0.3679
H 3.49718 -0.22285 -2.23296 -0.012 0.034 -0.030 0.4507
H -2.38192 -5.51078 3.55683 -0.005 0.002 0.005 0.3811
H 3.34534 0.32968 -0.55027 -0.045 -0.007 -0.027 0.3540
H 2.64901 1.30032 -1.86937 -0.001 0.019 0.026 0.3651
H -0.33436 -4.47591 4.47982 0.005 0.005 -0.003 0.3978
H -0.09802 -1.18444 -3.38288 0.040 -0.005 0.035 0.3278
H 0.75007 -2.91071 -0.95717 0.016 0.020 -0.001 0.2700
H -2.57641 -2.53245 0.47614 0.007 0.008 -0.037 0.4190
H -3.10025 6.08312 -1.60694 0.004 0.003 -0.001 0.4064
H 2.33450 -2.76610 -1.74796 0.020 0.031 0.002 0.4850
```
Positions in Å, forces in eV/Å.

=====

Entry 2:
DFT (wB97M-V/def2-TZVPD) results for C18H16Cl2MoN4OS as an isolated structure.

Summary:
Kohn-Sham gap (alpha / beta) in Eh: 0.3029 / 0.1896
Net charge: +2
LUMO level (alpha / beta) in hartree: -0.2399 / -0.3553
2S+1: 3
Energy above the lowest of the compared OMol25 structures with the same formula, charge and spin in eV: 9.2015

```
43
Properties=species:S:1:pos:R:3:forces:R:3:mulliken_charge:R:1
Mo 0.21280 -0.38565 -0.20211 -0.152 -0.776 -0.409 0.6387
Cl 2.03806 2.60832 -0.85088 -1.090 -0.136 -0.356 -0.1577
Cl -2.58979 3.82790 1.82086 0.057 -0.074 -0.044 -0.1250
S -0.93016 1.66328 0.43817 -0.491 0.365 -0.042 -0.1660
O 1.16842 -0.48380 -1.54108 -0.166 -0.100 0.267 -0.6811
N -0.95037 -3.87693 -0.64768 -0.012 0.105 -0.011 -0.5223
N -1.84156 -1.51415 -0.49583 0.417 0.183 -0.086 -0.0609
N 2.78459 -0.83255 1.49735 -1.322 1.075 0.256 -0.0360
N 1.85864 -2.69577 0.72138 -0.272 -0.607 -0.017 0.0681
C -0.62533 5.51089 1.29015 0.077 0.024 -0.022 -0.7403
C -1.06355 4.21580 1.16681 0.042 -0.007 -0.041 0.1282
C 1.34387 -0.63043 1.64229 0.484 -0.183 -0.196 -0.3481
C -0.25224 3.20324 0.51094 -0.129 0.240 0.441 0.5329
C 1.42770 4.92435 0.12011 -0.260 0.524 0.291 -0.6805
C 5.16360 -1.91404 -0.67921 0.899 -1.553 -0.649 -0.9355
C 5.20877 0.38307 -1.22034 -1.655 -0.036 -1.372 -0.7149
C 3.67319 -0.29382 0.47639 0.436 0.773 -4.588 0.6072
C 4.15150 -1.55433 0.12475 -0.951 -1.254 1.773 0.8315
C -2.44578 -1.06331 -1.80853 0.100 -0.032 0.180 -1.0458
C -1.39277 -2.81682 -0.59407 -0.013 0.165 0.102 0.6099
C 5.78617 -0.88520 -1.30366 0.882 1.167 -0.828 -0.3878
C 0.74822 -1.90272 1.26020 0.474 0.035 -0.019 -0.5708
C 1.01490 3.62887 -0.00689 -0.621 0.788 0.080 0.8892
C -2.80401 -1.33721 0.65950 0.004 0.048 -0.088 -0.9452
C 0.61718 5.86657 0.77616 0.089 -0.174 -0.116 -0.4402
C 2.97922 -2.04996 0.83542 0.075 0.939 0.204 -0.0543
C 3.88675 0.61397 -0.75284 2.282 2.867 6.518 -0.2783
H 1.71825 -3.53715 0.16921 0.004 0.101 0.080 0.3070
H 1.02645 -0.09876 2.53081 0.024 0.045 -0.024 0.4994
H -2.54399 0.02042 -1.76874 -0.053 -0.033 -0.034 0.3570
H 3.80238 1.82711 -0.47137 0.315 -3.946 -1.157 0.3009
H -2.32506 -0.86105 1.51964 0.071 -0.215 -0.126 0.3300
H -1.25307 6.23696 1.78649 0.025 0.018 -0.001 0.4779
H -1.78357 -1.35733 -2.62012 -0.003 0.033 0.010 0.4003
H 6.66195 -1.03660 -1.91798 0.143 -0.001 0.175 0.4243
H 5.58888 1.26270 -1.73204 0.513 -0.431 -0.111 0.4204
H 0.04192 -2.45066 1.87317 -0.114 0.016 -0.114 0.5037
H 5.48076 -2.94230 -0.79180 -0.039 0.009 -0.054 0.4840
H -3.20316 -2.31013 0.93056 -0.091 0.035 0.124 0.3463
H 2.37435 5.22162 -0.30809 -0.003 0.034 0.030 0.4614
H -3.60863 -0.68761 0.32396 0.005 -0.019 -0.001 0.4175
H -3.42227 -1.52758 -1.93628 0.006 -0.007 -0.025 0.4381
H 0.95808 6.88947 0.86776 0.014 -0.006 -0.003 0.4169
```
Positions in Å, forces in eV/Å.

=====

Entry 3:
DFT (wB97M-V/def2-TZVPD) results for C18H16Cl2N2O3 in the gas phase.

Summary:
Kohn-Sham gap in Eh: 0.3267
SMILES: COc1ccccc1CNC(=O)[C@H]1CC(c2c(Cl)cccc2Cl)=NO1
LUMO level in hartree: 0.0121

```
41
Properties=species:S:1:pos:R:3:forces:R:3:mulliken_charge:R:1
Cl -3.78879 -1.62224 -1.87018 -0.213 -0.204 -0.048 -0.2242
Cl 0.70937 1.41736 -1.52921 0.161 0.479 0.017 -0.1064
O 0.42427 0.71201 2.02887 0.420 -0.167 0.034 -0.1966
O -0.12401 -2.32047 2.65818 -0.288 -0.064 0.227 -0.6743
O 0.91816 -2.40756 -0.76935 0.179 -0.664 0.240 -0.4155
N 1.81459 -1.77421 1.61486 0.489 0.039 -0.206 -0.1246
N 0.37458 -1.38444 -1.48152 -0.323 0.524 -0.686 -0.5592
C -2.93939 -0.12745 -2.00896 0.208 0.350 -0.065 0.7233
C -3.64653 0.95678 -2.50313 -0.013 -0.022 0.039 -0.6765
C 1.96275 2.54019 1.56019 -0.344 -0.077 0.029 -0.3259
C 4.03235 0.82966 2.22462 -0.157 0.008 0.014 -0.6055
C -1.66419 2.29388 -2.38174 0.052 -0.009 0.008 -0.6413
C 4.31383 2.12898 1.83529 0.111 0.148 -0.053 -0.7268
C 2.72882 0.37156 2.29399 -0.167 -0.097 0.009 0.5409
C -0.68110 1.56905 1.89150 -0.260 0.188 -0.038 -1.0184
C 3.27548 2.97776 1.50377 0.154 -0.028 0.033 -0.6959
C -0.96064 1.20373 -1.89552 -0.247 -0.083 -0.047 0.3647
C 1.67754 1.23735 1.94980 0.202 0.052 0.027 0.8055
C 0.03686 -2.76768 0.30826 -0.348 0.178 0.463 0.3145
C 0.56782 -2.25779 1.66437 0.073 -0.230 -0.558 0.1719
C -1.29311 -2.07835 -0.02186 0.195 -0.236 -0.029 -0.9665
C -3.00830 2.16966 -2.68234 0.075 -0.122 0.055 -0.4352
C -1.58253 -0.03663 -1.68093 -0.011 0.371 -0.279 -0.1657
C -0.82399 -1.14987 -1.11970 0.155 -0.796 0.511 0.5348
C 2.41606 -1.04109 2.70814 -0.119 0.019 0.188 -1.1471
H -0.02976 -3.85797 0.33858 0.001 0.156 0.032 0.4081
H 1.68153 -1.05206 3.51911 0.171 -0.049 -0.037 0.3194
H -1.69013 -1.54219 0.84029 -0.033 -0.061 -0.010 0.2868
H 1.16896 3.21880 1.29150 -0.103 0.034 -0.027 0.4058
H -4.69010 0.84018 -2.74854 -0.079 -0.040 -0.014 0.4351
H 5.33588 2.47227 1.79115 0.089 0.037 -0.009 0.3862
H 3.48061 3.99235 1.19636 0.014 0.085 -0.027 0.4037
H 4.83822 0.16010 2.48888 0.068 -0.096 0.032 0.3624
H 3.32872 -1.54985 3.03469 -0.104 0.110 0.063 0.4613
H -2.04850 -2.77721 -0.37988 0.111 0.090 0.083 0.6279
H -3.55730 3.01572 -3.06420 -0.051 0.087 -0.037 0.3897
H -0.63907 2.39337 2.61040 0.005 -0.021 -0.030 0.4460
H 2.26738 -1.72395 0.71220 -0.191 -0.031 0.053 0.3298
H -1.15081 3.23086 -2.52502 0.071 0.077 -0.005 0.4428
H -0.75974 1.97381 0.87719 0.031 0.001 0.059 0.2930
H -1.55521 0.95447 2.10267 0.014 0.064 -0.014 0.2522
```
Positions in Å, forces in eV/Å.